Record 1
Entry from OMol25: a cluster of 3 separate species, C5H14N2O in total (ωB97M-V/def2-TZVPD).

Properties
- energy above the lowest of the compared OMol25 structures with the same formula, charge and spin (kcal per mole) = 147.5
- electronic energy (eV) = -10434.633
- Kohn-Sham gap (spin up / spin down) (eV) = 7.51 / 8.64

ORCA input file:
```
! wB97M-V def2-TZVPD RIJCOSX def2/J DEFGRID3
* xyz 0 1
N 2.176 0.191 0.504
H 2.798 1.569 -1.039
H -2.055 0.542 -1.450
H 4.056 0.495 -0.416
C -0.090 -0.537 0.247
O -0.278 -0.744 1.571
C -2.116 0.188 -0.428
H -3.798 1.137 0.528
H -2.448 0.802 1.604
H -2.443 -0.845 -0.359
C 2.979 0.558 -0.645
H 2.261 0.925 1.210
C 0.174 -1.737 -0.611
H 0.009 1.355 0.544
H 0.140 -1.456 -1.661
H 2.795 -0.145 -1.466
H -0.548 -2.531 -0.411
C -2.700 1.117 0.587
H 1.176 -2.102 -0.377
H 0.100 -1.598 1.821
N 0.165 0.673 -0.198
H -2.352 2.143 0.445
*
```

---

Record 2
Entry from OMol25: a structure of composition C10H24F6O10S6Zn (ωB97M-V/def2-TZVPD).

Properties
- energy above the lowest of the compared OMol25 structures with the same formula, charge and spin (kcal per mole) = 0.0
- electronic energy (eV) = -160966.297
- Kohn-Sham gap (eV) = 9.54

ORCA input file:
```
! wB97M-V def2-TZVPD RIJCOSX def2/J DEFGRID3
* xyz 0 1
O -1.343 -1.444 0.755
C -1.777 0.851 -3.939
H -1.504 -3.994 -0.379
O -2.145 2.958 -1.663
S -1.775 2.695 -0.248
S -2.715 -2.119 0.613
H -4.195 -1.597 -1.310
H -2.833 1.054 -3.762
C 1.805 -3.352 2.000
O -1.324 1.302 -0.031
H 0.848 0.238 -4.242
F 2.474 -2.300 2.557
Zn -0.031 -0.110 -0.006
F 2.420 -4.493 2.304
C -2.329 -3.352 -0.689
H 4.660 0.418 -1.213
C 3.663 0.089 -0.920
H 2.342 1.593 4.893
C 0.369 -0.719 -4.448
C 3.386 2.550 0.205
O 1.011 -4.009 -0.652
H -3.173 -0.270 -0.917
H 1.049 -1.563 -4.327
O 3.189 -3.001 -0.395
C -0.392 1.582 4.000
O 1.240 1.045 -0.839
F -4.157 3.984 0.383
O 1.146 -1.670 -0.093
F -4.233 1.810 0.526
H -0.540 0.594 4.437
S 1.790 -2.980 0.033
S 1.017 1.479 2.758
O 0.648 0.366 1.777
C -3.794 -1.042 -0.462
F 0.531 -3.393 2.519
H 3.464 -0.754 -1.582
H -1.803 0.891 -5.028
S 2.628 1.555 -1.206
H 0.072 -0.658 -5.495
H 1.943 -0.130 4.468
H -1.047 1.588 -3.606
C 2.264 0.845 4.104
O -0.844 3.704 0.193
C -3.418 2.891 0.748
H -0.241 2.336 4.773
H -2.056 -2.820 -1.600
H -3.172 -4.015 -0.886
H 4.452 2.706 0.039
F -3.148 2.918 2.068
H -4.545 -0.561 0.164
H 3.344 1.880 1.064
O -0.638 -0.594 -1.864
H 3.762 -0.266 0.106
H 3.309 0.787 3.800
H -1.288 1.826 3.429
H 2.784 3.432 0.424
S -1.149 -0.759 -3.339
*
```

---

Record 3
Entry from OMol25: a cluster of 8 separate species, C40H97IN8O9P in total (ωB97M-V/def2-TZVPD).

Properties
- electronic energy (eV) = -90772.603
- Kohn-Sham gap (eV) = 6.28

ORCA input file:
```
! wB97M-V def2-TZVPD RIJCOSX def2/J DEFGRID3
* xyz 1 1
C 1.418 -3.571 -9.258
H -0.842 9.876 4.116
C 0.563 -2.115 6.003
C -1.845 -5.249 -4.114
H -1.716 -7.968 8.932
H -2.466 4.685 0.764
H -1.894 -4.500 -4.911
C -0.456 -0.967 -9.622
H -2.454 -3.149 6.005
H -1.022 0.984 -3.203
C -2.766 -4.783 -2.971
H -0.083 7.862 1.618
H 0.139 -2.412 6.965
H 0.486 -4.459 -7.569
O 4.487 4.696 3.520
H -0.876 -1.645 -10.369
H 0.498 8.324 4.750
H -1.929 -1.077 6.637
C 1.729 0.270 -0.870
C 0.915 0.777 0.403
C -1.212 2.910 1.247
H 0.950 -6.720 -3.273
C -4.610 -2.493 -9.237
H 0.947 5.447 1.154
O 0.650 -4.504 9.443
H 7.888 5.340 3.448
H -1.042 -0.442 1.042
H 4.529 2.286 -2.625
H -4.849 -1.615 -9.849
C 5.523 4.236 2.660
H -0.162 -1.247 3.524
H -3.243 -3.359 4.432
H -0.232 -6.406 -2.006
H 2.343 4.901 0.108
H 5.882 5.049 2.017
H 2.689 5.607 1.829
H 1.766 11.059 1.913
C -1.606 -0.796 5.628
H -7.196 -3.777 -9.420
H 0.783 -3.962 -10.057
N -0.992 -5.745 7.439
H -1.745 1.915 1.324
H 7.225 4.880 5.023
H 0.304 -3.565 11.220
H -1.255 -3.822 -2.031
H 3.800 6.415 4.379
H -0.994 1.746 -1.567
H 1.638 -1.979 6.143
H -3.525 -2.626 -9.297
H -7.147 -2.531 -7.668
H 5.329 6.612 3.503
H -1.721 10.895 2.993
C 4.756 5.940 4.148
H 1.492 10.546 3.406
H -3.725 -4.503 -3.419
C 7.637 4.493 4.090
C 1.107 3.589 -3.208
O 4.243 2.851 -1.874
H 0.009 0.321 3.813
H -6.723 -2.536 -10.628
C -0.109 -6.532 -3.084
O -2.291 -1.566 4.646
H 5.646 1.844 3.862
H -3.908 -5.579 -1.317
H -2.215 -6.034 -1.259
H 1.841 -2.621 -9.589
N -0.413 -0.654 -1.048
H 1.713 -5.577 8.113
C -3.054 -5.866 -1.936
H -1.232 -4.897 7.954
H 5.278 5.780 5.093
H -2.903 3.225 -0.259
H 3.868 0.578 -0.481
C -0.071 -0.822 5.498
C -0.751 -2.804 -8.122
H -2.194 -6.191 -4.552
C -0.308 1.346 -2.388
P 0.548 2.619 0.634
H 0.970 -2.712 -6.083
H 2.255 -4.262 -9.133
H -1.939 0.236 5.473
H -1.823 9.141 2.838
H -1.314 -2.976 -7.198
H -0.337 10.351 1.148
H -6.508 -1.354 -6.537
H 1.340 8.693 1.013
H -0.905 0.019 -9.759
H -0.487 -7.693 10.168
C 6.687 3.531 3.384
H -1.110 -1.359 -1.344
H -0.681 -7.394 -3.436
H -4.293 -1.505 -7.366
H -1.488 -3.466 4.526
H 0.322 -0.009 6.116
H 1.550 -6.366 9.673
C -2.362 -2.954 4.934
C 0.639 -3.444 -7.952
C 0.674 8.613 1.878
H -3.817 -3.779 -7.027
N -2.218 -3.602 -2.287
C -2.033 3.809 0.187
H -5.294 -4.241 -7.444
H -2.121 -2.849 -2.968
H 0.560 -5.312 11.371
N 6.200 2.542 4.355
C 3.109 0.918 -1.272
C 0.528 2.540 -2.957
C -1.148 9.968 3.073
H 1.999 -0.819 -0.644
H -1.320 -3.286 -8.926
H -1.302 4.135 -0.608
C -6.395 -1.751 -7.549
H 0.621 -0.859 -9.767
H -6.624 -0.943 -8.248
H -0.976 -4.660 10.710
N 1.455 -2.707 -6.980
H 5.048 3.504 1.997
H -0.103 7.016 3.678
N -4.793 -3.493 -6.964
O -5.168 -3.669 -9.808
C 0.038 9.997 2.114
H -3.300 -6.814 -2.419
O 1.495 8.152 2.948
N 0.354 -0.590 4.111
C 0.781 7.562 4.021
O 3.128 2.349 -1.263
C 1.993 4.997 1.180
H 2.800 2.961 1.830
H 0.250 -7.395 7.740
C 1.005 -5.779 8.923
C 1.804 3.480 1.735
O -0.469 -5.338 -3.762
H -0.405 -5.406 6.679
H 5.518 3.013 4.950
I 1.095 -0.956 -3.778
H -6.686 -4.262 -11.034
C 0.107 -4.532 10.754
O -0.732 -1.393 -8.296
H 1.578 0.413 1.265
H 0.439 -2.944 5.303
H 8.570 3.983 4.345
C -6.513 -3.536 -10.237
C -4.974 -2.269 -7.756
C -0.174 -6.576 8.331
H 3.449 0.440 -2.244
H 1.448 6.860 4.525
H 1.441 -1.724 -7.256
C 0.579 0.090 -1.927
C -0.347 -0.196 0.190
H 7.271 3.002 2.623
H -1.220 3.388 2.280
H -1.739 -6.480 9.861
N 1.024 10.968 2.604
H 1.332 3.586 2.762
C -1.076 -7.207 9.388
H 1.854 4.431 -3.175
*
```